No. 1
DFT (ωB97M-V with the def2-TZVPD basis set) results for 8 unconnected molecules or ions with the total composition C33H53FNO28P4 at a distorted geometry.

Calculated values
* M: 1054.660 g/mol
* Kohn-Sham gap: 6.9 eV
* total charge: +1
* HOMO level: -11.2962 eV
* spin multiplicity: 1
* electronic energy: -133768.3607 eV

XYZ file:
```
120
Properties=species:S:1:pos:R:3:forces:R:3
C -5.746 1.561 -6.170 0.246 0.210 -0.260
N 3.192 2.283 0.819 -0.570 -0.406 -0.968
O -3.174 2.394 -1.223 -0.092 -0.063 0.035
H -3.103 4.329 -0.432 0.059 -0.083 -0.218
O 3.919 -6.594 -3.164 -0.044 0.103 0.337
O 2.835 -0.904 -2.947 -1.144 -0.497 0.843
C 0.239 -0.055 -0.063 -1.236 2.090 1.084
C 3.633 -5.853 -2.085 0.346 -0.369 -0.207
H 2.241 -7.612 -4.975 -0.088 -0.002 0.087
H 2.845 -6.963 5.827 -0.107 -0.019 0.055
O 2.627 -6.398 -1.365 -0.057 0.213 -0.085
H -7.234 3.148 -4.593 0.057 -0.031 -0.090
C 0.402 1.528 -2.074 -0.099 0.263 0.641
C 2.266 -6.728 8.512 0.088 -0.019 -0.050
O -3.195 1.317 0.726 0.220 0.009 -0.302
O 6.505 -5.652 2.090 -0.144 -0.056 -0.301
H -3.402 2.563 3.147 0.070 0.082 0.012
H 0.054 8.724 0.921 -0.001 -0.110 0.087
H -0.175 -1.060 -0.001 0.186 -0.201 0.000
C 2.799 -8.361 -4.413 0.239 0.264 -0.257
C -6.446 2.675 -4.002 -0.106 -0.107 0.207
H 3.825 -8.555 -2.537 0.022 0.100 0.093
C -6.222 9.665 -3.030 -0.017 0.190 -0.165
H 4.064 -3.778 0.836 0.158 -0.175 -0.228
O 3.234 1.745 -1.450 -0.091 -0.403 0.657
C 2.024 -7.411 -2.194 -0.081 -0.178 0.193
C -5.315 2.139 -4.845 -0.273 -0.322 -0.464
O 1.452 -3.545 2.929 -0.210 0.580 -1.351
O -3.719 8.863 0.917 -0.206 0.063 -0.002
H 0.447 2.559 -1.720 1.791 -0.362 0.957
C 5.950 -6.943 2.393 0.211 -0.328 0.511
H 1.999 -1.167 -3.365 -0.015 0.379 -0.482
C 1.732 -5.383 6.795 -0.274 -0.080 -0.075
O 1.204 -6.173 7.865 0.147 0.094 -0.035
O 4.196 -4.836 -1.795 -0.541 0.381 0.110
H -1.967 2.917 1.171 0.017 -0.054 -0.111
O -7.572 9.599 -3.509 0.039 -0.110 0.124
O 6.248 -6.706 0.133 0.064 0.092 0.240
H 1.890 -4.365 7.161 0.140 -0.007 -0.051
C 2.939 1.437 -0.344 0.317 0.762 -0.705
O 3.857 -3.148 3.209 0.574 0.551 0.477
H -5.004 7.887 -1.241 -0.059 0.259 -0.023
H 0.103 6.854 2.640 0.022 0.094 -0.082
H 7.323 -8.122 1.175 0.005 0.039 0.136
H 7.625 -7.536 3.607 -0.008 -0.073 -0.102
C -2.663 8.357 0.752 -0.086 0.091 -0.021
H -4.718 1.410 -4.290 0.005 0.087 0.094
O 2.210 -7.255 9.568 -0.040 -0.129 0.197
O -3.096 0.150 -1.202 -0.072 -0.081 0.121
O 6.809 -4.518 0.171 -0.198 0.211 -0.101
H 1.505 -0.386 2.802 -0.147 -0.262 -0.415
O 1.874 -2.903 -1.652 -0.555 0.570 -0.034
H 1.213 -6.953 -2.764 0.065 -0.022 -0.095
H 0.109 7.968 -0.686 -0.155 0.105 -0.108
C -3.797 3.098 2.283 -0.061 -0.389 0.169
C -5.749 8.246 -3.230 0.521 -0.070 0.358
H 0.899 1.353 -3.022 -1.817 0.392 -1.147
C -1.010 6.822 0.794 0.424 -0.173 0.343
C -3.152 1.192 -0.619 -0.263 0.126 0.069
O -6.963 7.507 -3.009 -0.119 0.230 -0.144
H -4.878 1.240 -6.746 -0.007 -0.090 0.050
H 5.009 -5.783 5.734 -0.050 -0.004 -0.029
O 1.706 2.262 2.566 0.175 0.251 -0.544
C -3.037 2.722 1.036 -0.369 0.329 0.471
F 1.188 3.422 0.803 0.337 -0.015 -0.908
H 4.343 -4.402 6.574 -0.119 0.036 0.002
H -6.889 1.923 -3.354 0.077 0.118 0.168
O -9.134 7.979 -3.379 -0.251 -0.086 -0.055
C -8.005 8.328 -3.307 0.149 -0.010 0.001
H 3.771 1.747 1.460 -0.004 0.171 0.347
H -3.767 8.412 -2.401 -0.043 0.075 -0.048
O -2.228 7.252 1.418 0.061 0.014 -0.240
H 0.672 -3.422 2.369 -0.281 -0.237 0.190
C 2.005 2.628 1.465 -0.150 -0.511 2.244
H 6.283 -6.872 4.513 -0.055 -0.067 -0.011
H -0.126 0.461 0.841 0.180 -0.096 0.167
H 3.687 -8.598 -4.997 0.001 -0.098 0.051
H 0.863 5.909 1.346 -0.019 0.040 -0.071
C -0.500 8.115 0.203 0.031 0.051 -0.288
H -5.433 8.074 -4.263 -0.082 0.041 -0.031
H -4.416 6.764 -2.449 0.031 0.201 -0.104
C 4.093 -5.215 5.892 0.234 -0.100 0.179
H 4.866 -6.830 2.494 -0.003 0.026 -0.102
H 2.192 -9.261 -4.321 0.020 -0.009 0.069
H -4.641 3.466 -0.247 0.002 -0.028 0.090
H -6.242 9.964 -1.979 0.075 -0.116 0.028
H 1.623 -8.220 -1.589 0.078 0.120 0.191
C -3.555 3.362 -0.227 0.101 0.252 -0.117
H 6.162 -8.511 3.855 -0.045 0.005 -0.040
C 3.021 -6.099 6.477 0.421 0.393 -0.219
O 3.097 -3.691 0.899 -0.861 0.657 -0.108
H -5.644 10.391 -3.598 -0.179 0.037 -0.114
C 3.187 -7.833 -3.055 -0.274 -0.394 -0.504
H -1.267 6.103 0.009 -0.016 0.099 -0.093
H -4.848 2.822 2.193 -0.013 0.084 -0.106
H 5.609 -8.523 0.938 -0.043 0.095 -0.176
C -4.668 7.809 -2.276 -0.071 -0.456 0.347
H 3.776 -4.792 4.939 0.001 -0.006 0.021
C -4.752 4.145 -3.982 -0.076 -0.273 -0.107
H -1.216 0.195 -1.719 1.131 -1.718 -0.984
H -0.548 5.284 2.217 0.054 -0.055 -0.052
H 1.040 -5.357 5.956 -0.120 -0.113 0.109
H -6.263 2.311 -6.770 -0.087 0.011 0.091
P 2.068 -0.225 0.002 -2.094 -0.180 -0.070
C 6.536 -7.505 3.665 0.187 0.295 0.131
P 2.636 -0.772 2.044 0.807 0.432 0.065
H -6.405 0.706 -6.026 0.014 -0.002 0.065
O 3.400 -6.591 7.772 -0.335 -0.010 -0.039
H -3.726 4.169 2.473 0.043 0.018 -0.060
O -4.513 3.321 -5.029 -0.094 0.077 0.310
C 6.547 -5.525 0.741 0.087 -0.085 0.061
P 2.892 -1.673 -1.518 3.382 -0.615 -0.633
P 2.773 -2.940 2.263 0.705 -1.569 1.179
H 2.452 -3.697 -1.651 -0.033 -0.139 0.266
O -5.786 3.691 -3.233 0.088 0.050 -0.114
C -0.087 6.182 1.802 -0.232 -0.049 0.318
C -0.244 0.546 -1.358 0.303 0.027 -0.767
O -4.133 5.131 -3.747 0.260 0.013 0.026
C 6.308 -7.718 1.151 -0.177 -0.193 -0.257
O -1.721 8.793 -0.123 0.096 -0.143 0.199
```
Forces are in eV/Å.

No. 2
DFT (ωB97M-V with the def2-TZVPD basis set) results for a molecular structure, C36H52IrN4O3 at a distorted geometry.

Calculated values
* M: 781.054 g/mol
* Kohn-Sham gap (spin up / spin down): 1.7 / 6.5 eV
* total charge: -2
* ⟨S²⟩: 8.7807
* HOMO level (spin up / spin down): 2.3732 / -2.3990 eV
* spin multiplicity: 6
* electronic energy: -53111.4092 eV

XYZ file:
```
96
Properties=species:S:1:pos:R:3:forces:R:3
H 3.601 -0.521 -0.774 0.234 0.133 0.086
C -0.487 4.061 1.071 -0.156 -0.210 0.002
H -1.159 -2.714 -2.707 -0.084 0.128 -0.202
H 1.644 -4.697 -1.059 -0.204 0.021 -0.143
H 1.022 -2.436 0.661 -0.284 -0.273 0.192
C -3.759 -0.679 -2.063 0.014 0.064 -0.353
H -0.611 -6.389 0.011 0.007 0.112 0.105
C 4.012 1.363 0.236 0.150 0.611 -0.274
C 0.687 -3.401 1.105 0.454 0.406 0.450
C -0.082 -4.270 0.133 -0.260 0.200 0.175
H 4.349 1.528 2.402 -0.048 -0.310 -0.271
C 2.400 4.518 1.043 0.120 -0.659 0.447
H 0.922 1.007 -2.001 -0.054 -0.096 -0.252
H -1.036 -2.314 -5.153 0.167 0.322 0.229
C -0.617 -1.573 -4.460 0.124 -0.008 0.472
H -2.408 0.286 0.107 -0.558 -0.147 0.141
H -0.327 3.019 1.378 -0.115 0.338 -0.147
C 0.547 0.510 -4.057 -0.118 -0.217 0.108
N -3.119 -2.402 -0.439 0.434 -0.272 -0.819
H 0.795 1.005 7.478 -0.156 -0.097 -0.196
C 2.342 3.056 -0.632 -1.352 -1.996 -0.957
C 0.005 -0.162 -6.431 0.115 0.056 -0.334
C -0.698 -1.801 -3.079 0.349 0.721 -0.365
H 0.442 6.100 -1.592 0.055 -0.131 0.314
H -4.623 -3.902 -0.797 0.042 -0.094 0.105
H -4.355 0.234 -2.183 0.039 -0.147 -0.107
H -0.701 -5.696 1.660 0.012 0.058 -0.228
C 0.475 0.285 -2.680 -0.412 -0.340 -0.626
C 0.645 -4.260 -1.199 0.067 -0.116 -0.322
C -0.674 -0.463 2.494 0.774 1.243 3.297
C 0.560 1.123 4.090 0.609 0.269 1.553
H -1.126 5.947 -0.796 0.368 -0.034 0.113
C 3.441 3.665 1.214 -0.586 0.061 0.396
H 3.285 0.934 -1.755 -0.123 -0.096 0.187
H -0.084 4.698 1.874 -0.244 -0.181 -0.239
C -5.373 -1.464 -0.351 -0.381 0.111 0.037
C 5.491 1.426 -0.211 0.064 -0.015 0.001
C -0.850 -0.639 4.970 -0.470 -0.482 1.874
Ir -0.585 -0.979 -0.216 1.712 2.007 0.324
H 1.624 -3.923 1.341 -0.135 0.053 0.032
C -2.580 -4.519 -0.287 0.158 -0.595 0.147
H 2.189 0.448 -0.426 0.126 0.063 -0.194
H 0.861 -6.008 0.896 -0.139 -0.009 -0.024
H -0.590 0.705 -6.736 0.004 -0.009 0.138
O -1.543 -1.331 2.313 -0.512 -0.776 -0.212
N 1.665 4.049 -0.037 0.747 1.231 0.273
H 1.037 1.417 -4.447 -0.185 -0.408 0.177
C 3.234 0.511 -0.748 -0.146 -0.647 0.135
H 2.052 5.294 1.682 -0.039 0.397 0.323
C -0.162 -5.669 0.704 0.187 -0.565 0.090
C -3.445 -0.077 0.316 -0.025 0.457 0.353
H -2.567 -5.589 -0.204 -0.161 -0.028 -0.123
C -3.911 -1.163 -0.635 0.226 -0.228 0.134
H -0.389 -1.026 -6.971 0.074 0.036 -0.006
H 2.809 0.793 1.941 0.344 -0.021 -0.034
C -0.022 -0.408 -4.952 -0.159 -0.041 0.149
H 6.130 2.041 0.444 -0.364 -0.044 -0.196
H -1.567 4.243 0.977 0.231 -0.042 0.032
H 1.710 2.253 5.508 -0.230 -0.120 -0.050
H -1.221 3.713 -1.777 0.136 0.128 0.233
C -0.478 -0.272 6.264 -0.106 -0.157 -0.557
H -1.550 -1.456 4.790 0.167 0.246 0.084
H 0.080 -4.833 -1.942 0.204 -0.026 0.016
H -5.905 -0.507 -0.438 -0.035 -0.282 0.036
H 5.919 0.406 -0.195 -0.278 0.359 0.021
C -0.224 3.448 -1.398 -0.510 -0.236 -0.109
H -2.712 -0.444 -2.291 -0.290 -0.064 0.008
H -5.523 -1.847 0.673 0.059 0.028 -0.397
C -3.597 -3.681 -0.564 -0.598 -0.167 0.294
O 1.000 1.883 3.052 0.058 -0.016 -0.769
C 0.464 0.748 6.469 -0.281 -0.457 1.406
N -1.462 -3.759 -0.046 -0.325 0.390 -0.974
H -4.117 -1.446 -2.758 0.083 0.171 -0.050
H -0.915 -0.788 7.118 0.100 0.020 -0.103
C 0.983 1.447 5.384 0.002 0.283 -2.041
C 3.873 0.852 1.674 -0.185 -0.169 0.152
H 5.565 1.789 -1.250 -0.041 -0.001 0.408
C -0.200 -0.851 -2.157 0.976 0.571 -1.736
H -5.806 -2.155 -1.089 0.084 0.165 0.287
H 1.027 0.023 -6.774 -0.021 -0.037 -0.074
H 0.130 -3.221 2.033 0.134 0.122 -0.269
C -1.771 -2.449 -0.267 -2.182 -2.333 1.790
H -4.112 0.784 0.153 0.218 -0.140 0.103
H -0.275 2.400 -1.065 0.142 0.391 -0.156
O 0.008 0.016 1.451 0.593 0.870 0.291
H 0.254 6.535 0.145 0.088 -0.224 -0.180
H 4.313 -0.150 1.795 -0.049 0.269 -0.171
C -0.318 0.029 3.865 -0.216 -0.345 -3.497
C 0.212 4.360 -0.258 0.592 0.078 -0.249
C -0.039 5.824 -0.642 -0.201 0.157 -0.187
H 4.090 3.546 2.063 0.127 0.272 -0.102
H -3.513 -0.409 1.363 0.258 0.199 -0.368
H 0.499 3.528 -2.221 -0.277 -0.159 0.223
H 0.708 1.416 2.228 0.151 0.059 0.384
N 3.326 2.711 0.212 1.097 0.636 0.249
H 0.760 -3.234 -1.569 0.018 -0.243 0.091
```
Forces are in eV/Å.

No. 3
DFT (ωB97M-V with the def2-TZVPD basis set) results for a single C2H5NS molecule at a distorted geometry.

Calculated values
* structure (SMILES): CNC=S
* M: 75.136 g/mol
* Kohn-Sham gap: 9.2 eV
* HOMO level: -8.3360 eV
* spin multiplicity: 1
* electronic energy: -14480.0067 eV

XYZ file:
```
9
Properties=species:S:1:pos:R:3:forces:R:3
H -0.924 -1.735 -0.469 0.135 -1.801 0.254
H -1.615 -0.162 -0.179 0.325 -0.178 -0.248
C 0.788 0.952 0.469 -0.458 -0.183 -0.156
H -0.441 -0.382 -1.504 -0.647 -0.365 0.151
H 1.497 1.090 1.266 0.455 -0.086 0.178
S 0.208 2.187 -0.383 -0.305 1.199 -0.585
C -0.706 -0.718 -0.485 -0.584 2.648 -1.434
N 0.388 -0.305 0.308 1.258 -0.787 1.890
H 0.803 -0.928 0.977 -0.178 -0.447 -0.050
```
Forces are in eV/Å.